43
Properties=species:S:1:pos:R:3:forces:R:3:mulliken_spin:R:1 method="wB97M-V/def2-TZVPD" e_tot_ha=-2222.83610 total_charge=+2 orbital_gap_ha="0.2927 / 0.2974" homo_ev="-15.79 / -15.79" multiplicity=4
Cr -0.7497 0.0022 -0.7962 0.4 0.0 -1.0 3.132
C -1.1168 -4.3016 -1.0482 0.0 -0.1 0.0 -0.001
C -1.0989 -4.6534 0.2882 0.0 0.0 0.0 0.010
C -1.0108 -3.6594 1.2605 0.0 -0.1 0.1 -0.003
C -0.9412 -2.3461 0.8635 0.0 0.2 -0.1 0.006
N -0.9429 -2.0067 -0.4536 0.0 -0.1 0.2 -0.085
C -1.0332 -2.9615 -1.3849 0.0 0.1 0.0 0.020
C -0.8987 -1.1828 1.7943 0.0 0.0 -0.2 0.018
C -0.8855 -1.2153 3.1741 0.0 -0.1 0.1 -0.007
C -0.8774 -0.0068 3.8616 0.0 0.0 0.0 0.016
C -0.8904 1.2042 3.1787 0.0 0.1 0.1 -0.007
C -0.9037 1.1768 1.7988 0.0 0.0 -0.2 0.018
N -0.8941 -0.0018 1.1544 -0.1 0.0 0.7 -0.034
C -0.9512 2.3435 0.8723 0.0 -0.2 -0.1 0.006
C -1.0277 3.6551 1.2740 0.0 0.1 0.1 -0.003
C -1.1201 4.6522 0.3052 0.0 0.0 0.0 0.010
C -1.1349 4.3050 -1.0325 0.0 0.1 0.0 -0.001
C -1.0443 2.9666 -1.3740 0.0 -0.1 0.0 0.020
N -0.9501 2.0088 -0.4461 0.0 0.1 0.2 -0.085
H -1.1948 -5.0454 -1.8283 0.0 0.0 0.0 0.000
H -1.1587 -5.6932 0.5812 0.0 0.0 0.0 0.000
H -1.0093 -3.9183 2.3100 0.0 0.0 0.0 0.000
H -1.0392 -2.6299 -2.4157 0.0 0.0 0.0 -0.005
H -0.8874 -2.1536 3.7098 0.0 0.0 0.0 0.001
H -0.8663 -0.0087 4.9441 0.0 0.0 0.0 0.000
H -0.8960 2.1404 3.7182 0.0 0.0 0.0 0.001
H -1.0285 3.9099 2.3245 0.0 0.0 0.0 0.000
H -1.1854 5.6906 0.6021 0.0 0.0 0.0 0.000
H -1.2159 5.0513 -1.8101 0.0 0.0 0.0 0.000
H -1.0476 2.6387 -2.4059 0.0 0.0 0.0 -0.005
O 0.6139 0.0035 -4.4746 0.0 0.0 -0.2 0.025
C 0.4523 0.0034 -3.2963 0.0 0.0 0.4 0.002
O -0.7186 0.0047 -2.6576 0.0 0.0 -0.2 0.001
C 1.6087 0.0032 -2.3161 -0.2 0.0 0.1 0.023
C 2.9272 0.0025 -2.7038 0.1 0.0 -0.1 -0.006
C 3.9079 0.0021 -1.7216 0.0 0.0 0.0 0.016
C 3.5322 0.0026 -0.3842 0.1 0.0 0.0 -0.007
C 2.1906 0.0034 -0.0644 0.0 0.0 0.0 0.029
N 1.2473 0.0036 -1.0172 -0.2 0.0 0.1 -0.099
H 3.1551 0.0022 -3.7615 0.0 0.0 0.0 -0.001
H 4.9545 0.0015 -1.9957 0.0 0.0 0.0 0.000
H 4.2685 0.0026 0.4071 0.0 0.0 0.0 0.000
H 1.8609 0.0039 0.9661 -0.1 0.0 0.0 -0.005